Entry w
{
  "formula": "C5H7NS2",
  "method": "ωB97M-V with the def2-TZVPD basis set",
  "elements": ["S", "C", "C", "H", "H", "C", "C", "N", "H", "H", "C", "H", "S", "H", "H"],
  "coordinates": [[-0.928, -0.898, -1.470], [-0.466, -1.846, 0.133], [0.906, 1.040, -0.851], [1.574, -0.177, 1.299], [0.826, 1.199, -2.017], [-0.282, -0.437, 0.913], [-1.311, 1.453, -0.199], [-2.083, 2.335, -0.245], [-1.131, -0.240, 1.704], [0.505, -0.415, 1.691], [-0.278, 0.370, -0.279], [0.811, 2.202, -0.626], [2.639, 0.410, -0.510], [-1.225, -2.588, 0.562], [0.443, -2.406, -0.105]],
  "homo_lumo_gap_ev": 7.8,
  "multiplicity": 1,
  "homo_energy_ev": -8.91
}

Entry x
{
  "formula": "C5H7NS2",
  "method": "ωB97M-V with the def2-TZVPD basis set",
  "elements": ["C", "H", "C", "S", "N", "H", "H", "C", "S", "H", "H", "H", "C", "C", "H"],
  "coordinates": [[1.215, -1.745, 0.598], [-1.558, 2.266, -1.009], [-0.842, -0.187, -0.117], [-2.517, -0.546, 0.029], [-0.209, 0.991, 0.089], [-0.024, -1.797, -1.322], [2.095, -0.945, -1.249], [1.434, -0.545, -0.392], [1.477, 1.170, 0.025], [1.466, -2.718, 0.494], [-0.695, 2.950, 0.608], [1.378, -1.344, 1.649], [0.124, -1.237, -0.283], [-1.226, 2.078, 0.099], [-2.119, 1.610, 0.781]],
  "homo_lumo_gap_ev": 8.4,
  "multiplicity": 1,
  "smiles": "CN1S[C@H]2C[C@H]2C1=S",
  "homo_energy_ev": -8.06
}

Most stable: entry x

Entry w
{
  "formula": "C3H8O6",
  "method": "ωB97M-V with the def2-TZVPD basis set",
  "elements": ["O", "C", "H", "O", "O", "H", "H", "H", "C", "O", "O", "H", "H", "H", "C", "O", "H"],
  "coordinates": [[0.078, -2.351, -0.262], [2.005, 0.452, 0.192], [-0.415, -2.406, -1.029], [2.123, -0.687, -0.349], [-2.941, -0.506, -0.272], [3.968, 0.851, -0.304], [-1.102, 2.083, 0.444], [-0.619, 0.226, 1.442], [-1.643, 1.529, -0.329], [1.195, 0.853, 0.959], [3.107, 1.270, -0.059], [-2.549, 1.904, -0.747], [-0.832, 1.211, -1.078], [-0.501, -2.866, 0.398], [-2.066, 0.182, 0.213], [-1.239, -0.373, 1.108], [1.431, -1.371, -0.324]],
  "homo_lumo_gap_ev": 10.5,
  "multiplicity": 1,
  "smiles": "CC(=O)O.O=C(O)O.O",
  "homo_energy_ev": -10.21
}

Entry x
{
  "formula": "C3H8O6",
  "method": "ωB97M-V with the def2-TZVPD basis set",
  "elements": ["O", "H", "O", "O", "H", "O", "H", "O", "C", "O", "H", "C", "H", "C", "H", "H", "H"],
  "coordinates": [[-1.375, 0.189, -0.974], [1.053, -2.280, 0.697], [3.315, 3.234, 1.095], [0.214, -1.478, -1.014], [2.172, -1.298, -0.299], [0.133, 1.666, 0.516], [0.904, 2.217, 0.723], [2.272, 3.892, 1.148], [-2.641, -0.102, -0.359], [0.783, 0.505, -0.121], [-0.579, -0.688, 0.713], [-0.313, -0.399, -0.324], [-2.754, 0.416, 0.600], [1.350, -2.017, -0.323], [1.640, -2.910, -0.870], [-2.744, -1.179, -0.184], [-3.430, 0.231, -1.023]],
  "homo_lumo_gap_ev": [8.1, 8.1],
  "multiplicity": 1,
  "smiles": "COC(OC)OO.O=O",
  "homo_energy_ev": [-10.01, -10.01]
}

Most stable: entry w

Entry w
{
  "formula": "C10H16O2",
  "method": "ωB97M-V with the def2-TZVPD basis set",
  "elements": ["C", "O", "C", "H", "H", "C", "H", "O", "H", "H", "C", "C", "H", "H", "C", "H", "C", "H", "C", "C", "C", "H", "H", "H", "H", "H", "H", "H"],
  "coordinates": [[-1.901, -0.446, -1.288], [-1.571, -1.013, 1.687], [-0.805, -1.377, -2.215], [-0.518, 2.251, 2.504], [2.993, 1.211, -0.815], [2.808, 0.577, 0.129], [-0.677, -2.571, -2.018], [2.947, -0.902, -0.292], [2.283, -1.339, 0.437], [1.681, 1.234, 2.584], [0.571, -0.239, -1.741], [-0.384, 1.094, 2.262], [3.276, 0.836, 1.092], [-0.814, 0.180, 3.102], [-1.055, 0.476, -0.263], [-2.741, -1.235, 1.367], [0.349, -0.029, -0.304], [0.034, -1.194, -0.042], [1.084, 0.780, 1.922], [1.382, 0.442, 0.555], [-1.510, 0.389, 1.216], [-2.468, 1.008, 1.482], [-0.796, -1.083, -3.546], [-0.936, 1.559, -0.701], [-2.633, 0.372, -2.042], [0.405, 0.768, -2.417], [-2.586, -1.113, -0.653], [1.581, -0.636, -2.002]],
  "homo_lumo_gap_ev": 8.8,
  "multiplicity": 1,
  "homo_energy_ev": -8.46
}

Entry x
{
  "formula": "C10H16O2",
  "method": "ωB97M-V with the def2-TZVPD basis set",
  "elements": ["O", "O", "H", "C", "H", "H", "H", "C", "H", "C", "C", "H", "H", "C", "H", "H", "H", "H", "H", "C", "C", "C", "C", "C", "H", "H", "H", "H"],
  "coordinates": [[0.066, 0.387, -2.495], [-1.380, 0.433, -2.376], [0.527, 1.847, -0.682], [-1.050, 0.992, -0.002], [1.274, -0.400, 3.235], [0.709, -2.054, -0.938], [1.737, -0.061, -1.720], [0.553, 0.990, -0.085], [-1.570, 2.007, -0.596], [-1.711, 0.045, -1.079], [1.184, 1.117, 1.317], [-0.390, -0.001, 2.153], [-1.419, -3.362, 0.407], [-1.172, -1.460, -0.760], [2.435, 2.779, 0.784], [-1.765, 1.104, 0.982], [-2.350, -3.293, -1.562], [1.124, -0.752, 1.514], [2.755, 1.034, -0.521], [0.691, -0.061, 2.123], [2.642, 1.496, 0.739], [0.133, -1.217, -0.806], [-2.082, -2.636, -0.604], [0.825, -0.112, -1.200], [0.826, 2.076, 1.578], [-2.830, 0.259, -1.096], [3.301, 1.202, 1.671], [-3.062, -2.359, 0.021]],
  "homo_lumo_gap_ev": 9.4,
  "multiplicity": 1,
  "homo_energy_ev": -8.65
}

Most stable: entry w

Entry w
{
  "formula": "C4H5N3O4",
  "method": "ωB97M-V with the def2-TZVPD basis set",
  "elements": ["N", "H", "H", "H", "O", "O", "O", "C", "H", "C", "O", "C", "H", "N", "N", "C"],
  "coordinates": [[-1.042, -0.895, 0.109], [2.490, 2.214, -0.970], [0.887, 3.135, -0.783], [0.587, 0.779, -2.188], [-2.194, -1.670, 0.060], [-1.544, -0.352, -2.081], [0.176, -1.577, 3.075], [-0.892, -0.152, -1.124], [-1.887, -2.484, 0.456], [1.635, 2.447, -0.394], [-0.654, -3.104, 1.702], [-0.045, -1.091, 0.903], [1.852, 2.649, 0.577], [0.239, 0.693, -1.205], [-0.242, -1.961, 2.005], [0.635, 1.370, -0.142]],
  "homo_lumo_gap_ev": 7.3,
  "multiplicity": 1,
  "homo_energy_ev": -8.57
}

Entry x
{
  "formula": "C4H5N3O4",
  "method": "ωB97M-V with the def2-TZVPD basis set",
  "elements": ["C", "N", "H", "H", "H", "N", "N", "C", "O", "C", "O", "O", "H", "O", "H", "C"],
  "coordinates": [[0.687, 0.696, 1.623], [-1.650, -0.951, -0.297], [2.174, -0.749, 1.162], [0.036, -0.743, -2.627], [1.461, 1.302, 2.114], [1.339, -0.314, 0.798], [-0.164, 1.588, 0.928], [-0.259, 0.078, -0.947], [-1.741, -1.036, 0.889], [0.970, -0.641, -0.446], [1.553, -1.417, -1.178], [-2.278, -1.439, -1.178], [0.092, 0.211, 2.412], [-0.459, 0.020, -2.272], [-1.200, 2.055, -0.738], [-0.560, 1.340, -0.243]],
  "homo_lumo_gap_ev": 10.0,
  "multiplicity": 1,
  "homo_energy_ev": -9.94
}

Most stable: entry x

Entry w
{
  "formula": "C5H16NO2",
  "method": "ωB97M-V with the def2-TZVPD basis set",
  "elements": ["C", "H", "H", "C", "H", "H", "H", "C", "C", "H", "O", "H", "H", "H", "H", "H", "N", "H", "H", "H", "C", "O", "H", "H"],
  "coordinates": [[1.328, -0.305, 0.876], [0.738, 2.860, -1.473], [0.663, -0.179, 1.736], [-0.179, 1.377, -0.330], [-0.673, -3.656, -1.307], [-0.862, 3.325, -0.699], [-1.925, -1.956, -0.291], [2.622, 0.418, 1.200], [0.726, 0.196, -0.441], [1.514, -1.366, 0.787], [-2.436, -1.400, 0.335], [1.544, 0.427, -1.120], [2.502, 1.501, 1.151], [3.023, 0.181, 2.188], [-1.122, 0.796, 1.448], [3.384, 0.153, 0.459], [-1.377, 1.080, 0.504], [0.161, -0.583, -0.964], [-1.242, -2.957, -2.592], [-1.925, 0.275, 0.125], [-0.104, 2.579, -0.853], [-1.067, -2.836, -1.643], [-1.987, 1.889, 0.580], [-3.306, -1.819, 0.323]],
  "homo_lumo_gap_ev": 11.4,
  "multiplicity": 1,
  "total_charge": 1,
  "homo_energy_ev": -14.23
}

Entry x
{
  "formula": "C5H16NO2",
  "method": "ωB97M-V with the def2-TZVPD basis set",
  "elements": ["H", "C", "H", "H", "H", "C", "H", "H", "H", "O", "H", "C", "C", "H", "H", "H", "H", "C", "H", "O", "N", "H", "H", "H"],
  "coordinates": [[1.483, -0.827, -0.392], [-1.945, -0.045, -2.235], [-0.491, 0.821, 0.925], [0.719, -1.526, 1.035], [-2.879, -0.017, -1.707], [-0.684, -1.340, -0.547], [0.103, -0.551, -3.897], [1.741, 3.228, 2.028], [1.515, -0.099, 3.522], [0.703, -0.260, 3.042], [-1.512, -1.108, 0.157], [0.566, -0.816, 0.231], [0.149, -1.098, -2.951], [-2.114, 0.401, -3.205], [-0.836, -2.415, -0.563], [1.185, -0.961, -2.557], [0.964, 1.047, 1.333], [-0.855, -0.717, -1.885], [-0.086, -0.308, 3.581], [0.934, 2.697, 2.172], [0.435, 0.640, 0.540], [0.624, 1.299, -0.230], [0.200, 3.308, 2.050], [0.062, -2.089, -3.389]],
  "homo_lumo_gap_ev": 9.7,
  "multiplicity": 1,
  "total_charge": 1,
  "homo_energy_ev": -12.82
}

Most stable: entry w

Entry w
{
  "formula": "C4H4IN",
  "method": "ωB97M-V with the def2-TZVPD basis set",
  "elements": ["C", "H", "H", "C", "H", "C", "C", "N", "H", "I"],
  "coordinates": [[0.788, -0.544, -0.819], [-0.964, 0.857, -0.680], [0.947, -1.527, -0.192], [-0.621, -0.172, -0.239], [0.972, -0.648, -1.845], [1.350, 0.654, -0.301], [0.974, 0.851, 1.020], [-0.257, 0.375, 1.097], [-1.318, -1.007, -0.276], [-1.870, 1.161, 2.235]],
  "homo_lumo_gap_ev": [7.5, 7.5],
  "multiplicity": 1,
  "smiles": "IN1C#CCC1",
  "homo_energy_ev": [-8.51, -8.50]
}

Entry x
{
  "formula": "C4H4IN",
  "method": "ωB97M-V with the def2-TZVPD basis set",
  "elements": ["C", "C", "H", "I", "H", "C", "H", "C", "H", "N"],
  "coordinates": [[-0.098, 1.506, 0.094], [0.795, 0.541, -0.190], [-0.637, -1.781, 1.132], [-3.531, 0.301, -0.057], [-1.139, -1.726, -0.746], [-1.633, 0.040, 0.362], [1.838, 0.874, -0.431], [-0.728, -1.044, 0.155], [-0.356, 2.578, 0.213], [0.533, -0.736, -0.190]],
  "homo_lumo_gap_ev": [6.9, 8.3],
  "multiplicity": 1,
  "homo_energy_ev": [-7.92, -8.59]
}

Most stable: entry x